Entry from the OMol25 dataset: a structure of composition C13H35BCuNO7 at a distorted geometry (ωB97M-V/def2-TZVPD).

Structure (XYZ):
```
58
Properties=species:S:1:pos:R:3:forces:R:3
Cu -0.646 -0.290 -0.107 -0.342 7.245 -6.524
C -2.708 -1.029 1.061 -4.699 1.079 7.218
O -2.202 -0.113 0.512 -3.072 3.435 -6.281
O -2.188 -2.070 1.436 1.194 -7.085 -0.487
O -3.553 -0.699 1.874 -7.693 1.654 2.806
B -1.430 1.964 1.427 -3.985 2.099 3.258
H -0.673 2.659 1.096 2.113 4.152 0.107
H -1.577 2.138 2.481 -0.731 0.595 4.116
H -2.370 2.103 0.917 -3.233 1.175 -1.953
H -1.117 0.954 1.212 -0.995 -1.330 1.756
C 0.601 -2.767 -1.616 -0.584 0.456 -1.581
O 0.628 -1.535 -0.914 6.941 0.121 -10.264
C 1.390 -0.544 -1.579 -0.177 1.391 -1.687
C 0.454 0.320 -2.551 1.118 -1.170 1.403
N -0.644 0.848 -1.700 1.993 -0.055 -3.607
C -0.246 1.985 -0.929 -1.783 6.569 -7.755
C -0.229 3.286 -1.823 0.510 -1.333 2.453
O -1.535 3.582 -2.241 -0.855 0.579 -2.043
C -1.577 3.549 -3.655 1.313 1.156 -0.153
H 0.567 -2.621 -2.695 0.476 0.131 -0.399
H -0.376 -3.214 -1.429 0.388 -0.045 0.321
H 1.452 -3.377 -1.313 -0.114 -0.421 -0.296
H 2.357 -0.903 -1.931 0.052 -0.608 -1.218
H 1.806 0.138 -0.838 -1.085 0.189 -0.657
H -0.009 -0.262 -3.348 0.156 -0.303 -0.068
H 1.094 1.082 -2.996 0.070 0.393 -0.255
H -1.273 1.169 -2.422 -1.091 -0.031 0.459
H 0.712 1.913 -0.415 0.364 1.885 -3.193
H -1.024 2.087 -0.171 -0.102 0.854 -1.991
H 0.573 3.236 -2.559 -0.457 -0.383 -1.064
H 0.189 4.086 -1.212 -0.546 0.453 0.543
H -0.716 4.122 -3.998 0.681 -0.073 -0.242
H -2.318 4.157 -4.173 -1.144 -0.585 0.678
H -1.427 2.551 -4.069 -0.498 -0.218 -0.081
C 0.589 0.604 2.831 0.793 -1.312 0.303
C 1.393 0.951 1.547 -0.731 -0.623 1.279
C 2.495 0.029 1.054 1.063 -0.662 0.806
O 0.442 1.086 0.526 11.919 -6.807 5.955
H -0.087 1.415 3.103 0.440 -0.265 0.119
H 1.197 0.233 3.657 0.738 0.656 0.391
H 0.013 -0.310 2.687 -0.529 0.602 -0.477
H 1.846 1.921 1.752 0.214 0.557 -0.110
H 3.091 -0.404 1.857 -0.319 -0.221 0.472
H 3.299 0.524 0.509 -0.249 0.613 -0.444
H 2.134 -0.765 0.402 0.136 -0.095 1.078
H -0.229 1.659 0.904 -0.628 1.257 1.767
C 0.909 -2.483 2.468 0.637 -1.045 -0.177
C 0.534 -2.770 0.970 -2.198 1.420 4.291
C -0.476 -3.917 0.958 1.155 -2.020 -0.165
O -0.268 -1.655 0.581 5.588 -10.464 9.855
H 1.414 -3.334 2.926 0.609 -0.450 -0.178
H 0.050 -2.404 3.135 -0.370 0.517 -0.493
H 1.572 -1.623 2.562 -0.302 -0.263 0.063
H 1.452 -2.730 0.384 -0.165 -0.966 0.437
H -0.615 -4.185 -0.089 -0.748 -0.371 0.487
H -1.394 -3.714 1.509 0.179 0.709 -0.769
H -0.204 -4.827 1.492 1.144 -0.459 -0.093
H -1.143 -1.810 0.943 -2.555 -2.276 2.280
```
Forces are in eV/Å.

ΔE to the lowest compared entry with this formula, charge and spin = 14.777 eV
2S+1 = 1
HOMO energy = 1.931 eV
Charge = -2

=====

Entry from the OMol25 dataset: a structure of composition C13H35F6N2NiO10P2S2SbSi3 at a distorted geometry (ωB97M-V/def2-TZVPD).

Structure (XYZ):
```
75
Properties=species:S:1:pos:R:3:forces:R:3
Ni 0.811 -0.984 -0.337 -1.183 0.552 0.765
N -0.018 -3.886 2.409 -0.003 -0.132 -0.034
C 1.265 -3.606 1.602 -0.054 -0.094 0.106
C 2.280 -4.695 1.886 0.062 0.037 -0.016
P 1.790 -1.933 2.353 -0.128 -0.378 -0.309
O 1.270 -2.320 3.869 -0.056 0.415 0.195
O 3.222 -1.632 2.454 0.055 -0.182 -0.048
O 0.780 -0.988 1.737 0.452 -0.008 -0.034
P 0.501 -3.712 -0.132 0.113 0.161 0.442
O -0.286 -5.111 0.163 -0.227 -0.005 -0.209
O 1.380 -3.847 -1.297 0.144 -0.104 0.126
O -0.498 -2.561 -0.047 0.248 -0.210 -0.525
H 0.158 -3.707 3.402 0.018 0.000 0.000
H -0.334 -4.840 2.234 -0.028 0.017 -0.058
H -0.736 -3.235 2.066 0.012 0.016 0.028
H 2.561 -4.717 2.941 0.002 0.012 -0.001
H 3.177 -4.476 1.308 -0.001 -0.003 0.003
H 1.911 -5.679 1.591 -0.008 0.004 -0.006
H 1.937 -2.021 4.499 0.019 -0.038 -0.035
H -0.222 -5.688 -0.608 0.027 0.029 0.020
F 2.647 -1.578 -4.961 -0.075 0.011 0.004
C 1.967 -0.459 -4.785 -0.074 -0.081 0.026
F 0.751 -0.590 -5.317 0.059 0.054 -0.004
F 2.598 0.543 -5.386 0.003 -0.080 0.029
S 1.752 -0.049 -2.990 0.134 -0.081 0.168
O 0.635 -0.884 -2.520 0.542 0.114 0.245
O 1.547 1.366 -2.926 -0.117 0.027 -0.141
N 3.134 -0.551 -2.433 0.211 0.217 -0.173
S 3.362 -0.601 -0.884 -0.191 0.089 -0.222
O 3.180 -1.916 -0.338 0.101 -0.143 -0.072
O 2.598 0.424 -0.171 0.063 -0.192 -0.346
C 5.148 -0.175 -0.760 -0.009 0.028 0.165
F 5.358 1.038 -1.257 -0.017 -0.021 0.011
F 5.869 -1.061 -1.435 -0.024 0.014 0.011
F 5.489 -0.198 0.519 0.021 0.014 -0.091
C -3.757 2.026 1.944 -0.032 -0.039 0.024
Si -2.479 0.666 1.751 0.010 -0.062 0.002
C -1.579 0.526 3.388 0.001 0.032 0.000
C -3.335 -0.950 1.323 -0.017 -0.017 0.032
Sb -0.832 1.071 -0.162 -0.150 -0.101 0.026
Si 0.348 3.222 0.511 0.015 0.051 0.003
C 1.273 2.785 2.076 0.004 0.014 0.014
C -0.944 4.544 0.852 0.030 0.016 -0.010
C 1.505 3.786 -0.839 -0.035 0.003 0.009
Si -2.379 1.332 -2.178 0.007 0.021 -0.018
C -2.864 -0.414 -2.642 -0.029 0.003 -0.007
C -1.511 2.200 -3.590 -0.006 0.011 0.030
C -3.911 2.311 -1.707 -0.010 -0.002 -0.046
H -4.400 1.755 2.787 -0.017 0.031 -0.004
H -4.390 2.160 1.069 0.015 -0.020 -0.007
H -3.295 2.987 2.178 0.024 -0.002 -0.003
H -2.196 -0.054 4.082 -0.001 0.023 0.014
H -1.429 1.514 3.829 0.011 0.003 -0.008
H -0.611 0.040 3.289 -0.002 -0.037 -0.023
H -3.808 -1.372 2.215 -0.026 0.009 -0.012
H -2.632 -1.680 0.916 0.031 0.014 0.010
H -4.117 -0.794 0.576 0.011 0.007 -0.009
H 0.588 2.703 2.922 0.004 -0.006 0.001
H 2.009 3.560 2.307 -0.011 0.008 0.015
H 1.800 1.834 1.976 0.010 0.008 -0.047
H -1.423 4.386 1.819 -0.011 -0.021 -0.004
H -1.724 4.565 0.089 0.018 -0.001 -0.023
H -0.473 5.531 0.870 0.008 -0.003 0.025
H 2.330 3.088 -0.975 -0.007 -0.028 0.022
H 1.908 4.764 -0.560 0.026 -0.008 -0.023
H 1.000 3.882 -1.801 -0.006 0.024 0.007
H -1.997 -1.076 -2.675 0.032 0.032 -0.016
H -3.340 -0.426 -3.627 -0.022 0.002 0.010
H -3.572 -0.825 -1.919 0.009 -0.008 -0.002
H -0.852 1.527 -4.136 0.008 -0.030 0.020
H -0.905 3.041 -3.252 -0.029 0.021 0.001
H -2.269 2.578 -4.282 0.020 -0.005 -0.023
H -4.597 1.710 -1.108 0.015 -0.004 0.010
H -4.440 2.605 -2.618 -0.014 -0.009 0.004
H -3.680 3.219 -1.149 0.022 0.007 -0.012
```
Forces are in eV/Å.

2S+1 = 3
HOMO energy (spin up / spin down) = -8.133 / -8.837 eV
<S²> = 2.01

=====

no.,M (g mol⁻¹)
1,391.8
2,884.2